Density functional theory data (ωB97M-V with the def2-TZVPD basis set) for a 3-piece molecular cluster, C21H26F2N2O7 overall.

Summary:
Net charge: 0
Total energy (Eh): -1651.5043
Kohn-Sham gap (eV): 7.70
HOMO (eV): -8.278
SMILES: CC(C)CCc1ccc2ncc(CCO)nc2c1.O=C1OC[C@@H](F)O1.O=C1OC[C@@H](F)O1

Positions of all 58 atoms, in Å:
1 C -0.1444 -1.0569 1.7625
2 C 0.1238 0.4076 1.1483
3 C 0.9393 0.1550 -0.2478
4 C -1.2182 1.2190 0.7553
5 C -2.4142 1.1052 1.8311
6 C -3.7094 0.3178 1.3182
7 C -5.0270 1.0093 0.7636
8 C -6.2171 0.1201 0.2625
9 C -6.1787 -1.4659 0.2818
10 N -7.3319 -2.1474 -0.2481
11 C -7.1015 -3.5556 -0.1876
12 C -5.8433 -4.2660 0.3967
13 C -5.7547 -5.8835 0.4176
14 C -4.5365 -6.3503 1.3981
15 O -3.2307 -6.1623 0.7787
16 N -4.7196 -3.5578 0.9215
17 C -4.8935 -2.1298 0.8361
18 C -3.7028 -1.2288 1.3534
19 H -0.7164 -1.0472 2.7544
20 H 0.8400 -1.6623 1.8098
21 H -0.7974 -1.6151 0.9824
22 H 0.8213 1.0570 1.8095
23 H 0.1866 -0.3461 -0.9712
24 H 1.7768 -0.6205 -0.0925
25 H 1.3221 1.1273 -0.7141
26 H -0.9065 2.3375 0.7250
27 H -1.5909 0.9611 -0.3035
28 H -2.7609 2.1881 2.0612
29 H -2.0909 0.6303 2.8182
30 H -5.1140 2.1573 0.7249
31 H -7.1678 0.6407 -0.1362
32 H -7.9332 -4.2344 -0.6141
33 H -5.4742 -6.2882 -0.6188
34 H -6.7085 -6.3315 0.8588
35 H -4.6689 -7.4836 1.5438
36 H -4.5899 -5.8701 2.4334
37 H -2.7494 -5.4610 1.2885
38 H -2.7845 -1.7532 1.7772
39 O 1.8795 0.9784 -3.2501
40 C 2.6039 1.9034 -3.0174
41 O 2.8860 2.8973 -3.9088
42 C 3.6640 3.8598 -3.2122
43 C 4.2543 3.0511 -2.1031
44 F 4.4337 3.8082 -0.9909
45 O 3.2538 2.0891 -1.8338
46 H 3.0123 4.6607 -2.8504
47 H 4.4258 4.2941 -3.8616
48 H 5.1886 2.5469 -2.3629
49 O 7.1741 2.7786 -2.5544
50 C 7.8589 3.0930 -1.6214
51 O 8.4510 2.2050 -0.7752
52 C 9.2720 2.9638 0.1006
53 C 8.6354 4.3151 0.0446
54 F 9.5570 5.2938 0.2035
55 O 8.1328 4.3806 -1.2744
56 H 10.2993 2.9655 -0.2749
57 H 9.2673 2.5425 1.1070
58 H 7.8175 4.4572 0.7571

***

Density functional theory data (ωB97M-V with the def2-TZVPD basis set) for an isolated molecule of C21H26F2N4O.

Summary:
Net charge: 0
Total energy (Eh): -1309.8202
Kohn-Sham gap (eV): 8.86
HOMO (eV): -8.222
SMILES: O=C(Nc1ccnn1C1CCN(Cc2cccc(F)c2F)CC1)C1CCCC1

Positions of all 54 atoms, in Å:
1 O -4.6569 -1.5696 0.9079
2 C -3.5364 -1.6023 0.4556
3 N -2.7452 -0.4969 0.3083
4 C -3.0955 0.7977 0.6491
5 C -4.2895 1.3350 1.0875
6 C -4.0144 2.6989 1.2406
7 N -2.7662 2.9798 0.9274
8 N -2.2008 1.8176 0.5786
9 C -0.8330 1.7667 0.1327
10 C 0.0119 2.8282 0.8335
11 C 1.4851 2.5822 0.4861
12 N 1.5855 1.8023 -0.7337
13 C 2.9541 1.5621 -1.1310
14 C 3.5994 0.5822 -0.1858
15 C 4.8183 0.8332 0.4292
16 C 5.3889 -0.0830 1.2960
17 C 4.7473 -1.2759 1.5764
18 C 3.5313 -1.5367 0.9722
19 F 2.8904 -2.6917 1.2310
20 C 2.9623 -0.6213 0.0982
21 F 1.7820 -0.9161 -0.4756
22 C 0.7131 2.3276 -1.7626
23 C -0.7390 1.9933 -1.3847
24 C -2.8613 -2.8780 -0.0199
25 C -2.3984 -2.7870 -1.4931
26 C -0.8693 -2.8476 -1.4583
27 C -0.5746 -3.7023 -0.2300
28 C -1.5953 -3.2137 0.7973
29 H -1.8210 -0.6333 -0.0757
30 H -5.2022 0.8092 1.2648
31 H -4.6762 3.4773 1.5638
32 H -0.4168 0.7845 0.3833
33 H -0.3206 3.8094 0.4977
34 H -0.1421 2.7798 1.9108
35 H 1.9738 2.0116 1.2819
36 H 2.0169 3.5467 0.3911
37 H 3.5587 2.4861 -1.1701
38 H 2.9428 1.1204 -2.1326
39 H 5.3255 1.7631 0.2216
40 H 6.3378 0.1340 1.7603
41 H 5.1684 -2.0039 2.2506
42 H 0.9651 1.8597 -2.7158
43 H 0.8393 3.4170 -1.8795
44 H -1.0736 1.0997 -1.9137
45 H -1.4006 2.8164 -1.6570
46 H -3.6024 -3.6719 0.0925
47 H -2.7700 -1.8870 -1.9844
48 H -2.7862 -3.6432 -2.0456
49 H -0.4575 -3.2749 -2.3714
50 H -0.4346 -1.8545 -1.3320
51 H 0.4491 -3.5929 0.1221
52 H -0.7515 -4.7537 -0.4604
53 H -1.8010 -3.9606 1.5619
54 H -1.2146 -2.3240 1.3030

***

Density functional theory data (ωB97M-V with the def2-TZVPD basis set) for an isolated molecule of C21H26N2O.

Summary:
Net charge: 0
Total energy (Eh): -1000.5921
Kohn-Sham gap (eV): 9.56
HOMO (eV): -8.793
SMILES: Cc1ccc(CN2CCN(C(=O)CCc3ccccc3)CC2)cc1

Positions of all 50 atoms, in Å:
1 C -7.9964 -0.2644 -0.0192
2 C -6.5685 0.1816 -0.1088
3 C -5.7473 0.1357 1.0135
4 C -4.4296 0.5407 0.9443
5 C -3.8923 0.9977 -0.2537
6 C -2.4564 1.4429 -0.3074
7 N -1.5864 0.4759 0.3405
8 C -0.2424 0.9786 0.5331
9 C 0.5661 -0.0336 1.3511
10 N 0.5922 -1.3047 0.6708
11 C 1.6580 -1.9586 0.1519
12 O 1.5235 -2.9928 -0.4770
13 C 3.0347 -1.3581 0.3788
14 C 3.3321 -0.2751 -0.6727
15 C 4.6871 0.3246 -0.4286
16 C 4.8231 1.4833 0.3248
17 C 6.0743 2.0154 0.5823
18 C 7.2077 1.3912 0.0910
19 C 7.0828 0.2340 -0.6592
20 C 5.8310 -0.2952 -0.9156
21 C -0.7453 -1.8053 0.4245
22 C -1.5427 -0.7840 -0.3812
23 C -4.7055 1.0393 -1.3754
24 C -6.0290 0.6393 -1.3018
25 H -8.5268 -0.0640 -0.9466
26 H -8.5064 0.2499 0.7939
27 H -8.0453 -1.3344 0.1823
28 H -6.1518 -0.2198 1.9508
29 H -3.7963 0.4995 1.8174
30 H -2.1575 1.6247 -1.3559
31 H -2.3583 2.3894 0.2363
32 H -0.2938 1.9242 1.0791
33 H 0.2671 1.1614 -0.4327
34 H 1.5696 0.3478 1.5236
35 H 0.0682 -0.1706 2.3190
36 H 3.7567 -2.1676 0.2609
37 H 3.1398 -0.9542 1.3863
38 H 2.5698 0.5052 -0.6297
39 H 3.2945 -0.7354 -1.6619
40 H 3.9411 1.9784 0.7083
41 H 6.1643 2.9196 1.1668
42 H 8.1846 1.8059 0.2907
43 H 7.9639 -0.2566 -1.0465
44 H 5.7362 -1.1973 -1.5029
45 H -0.6577 -2.7458 -0.1203
46 H -1.2423 -1.9784 1.3847
47 H -2.5648 -1.1414 -0.5186
48 H -1.0771 -0.6612 -1.3764
49 H -4.3046 1.3893 -2.3164
50 H -6.6478 0.6817 -2.1870

***

Density functional theory data (ωB97M-V with the def2-TZVPD basis set) for an isolated molecule of C21H26N2O2.

Summary:
Net charge: 0
Total energy (Eh): -1075.7290
Kohn-Sham gap (eV): 8.11
HOMO (eV): -7.744
SMILES: CCOC(=O)[C@](C)(/N=C/c1ccccc1)[C@@H](c1ccccc1)N(C)C

Positions of all 51 atoms, in Å:
1 C 2.0147 -3.8803 1.7120
2 C 2.4074 -2.4210 1.6349
3 O 1.2766 -1.5581 1.2500
4 C 1.7294 -0.3174 1.0461
5 O 2.9208 -0.0186 1.1388
6 C 0.7306 0.8045 0.6757
7 C 0.7879 1.7915 1.8143
8 N -0.6047 0.2247 0.6348
9 C -1.6945 0.4724 1.2597
10 C -2.7667 -0.5306 1.4763
11 C -4.0851 -0.1809 1.8608
12 C -5.0388 -1.1797 2.0732
13 C -4.6972 -2.5297 1.9378
14 C -3.3940 -2.8839 1.5700
15 C -2.4426 -1.8937 1.3185
16 C 1.2646 1.3848 -0.6205
17 C 0.9853 0.5660 -1.8939
18 C 1.8685 0.5867 -3.0014
19 C 1.5050 -0.0773 -4.1722
20 C 0.3231 -0.8248 -4.2440
21 C -0.5355 -0.8367 -3.1527
22 C -0.2126 -0.1067 -2.0174
23 N 1.0531 2.7866 -0.8533
24 C 1.6445 3.8171 0.0053
25 C 0.7773 3.2984 -2.1722
26 H 2.8563 -4.4336 2.1571
27 H 1.1302 -4.0846 2.3314
28 H 1.8687 -4.2939 0.7054
29 H 2.7923 -2.0582 2.6009
30 H 3.1762 -2.2922 0.8679
31 H 1.8034 2.1653 1.9938
32 H 0.0916 2.6150 1.6294
33 H 0.4609 1.2895 2.7332
34 H -1.9046 1.4772 1.6856
35 H -4.3416 0.8729 1.9991
36 H -6.0570 -0.9080 2.3510
37 H -5.4432 -3.3023 2.1059
38 H -3.1056 -3.9276 1.4816
39 H -1.4185 -2.1465 1.0277
40 H 2.3567 1.3117 -0.5559
41 H 2.8001 1.1674 -2.9682
42 H 2.1171 0.0103 -5.0645
43 H 0.0484 -1.3688 -5.1470
44 H -1.4833 -1.3612 -3.1385
45 H -0.9407 -0.0202 -1.2166
46 H 1.8360 4.7138 -0.6059
47 H 0.8741 4.1239 0.7296
48 H 2.5787 3.5288 0.5263
49 H 0.5333 4.3632 -2.0267
50 H 1.6499 3.2758 -2.8688
51 H -0.0968 2.7892 -2.6142